DFT (ωB97M-V with the def2-TZVPD basis set) results for one molecule with the formula C3H11N3 at a distorted geometry.

Each line ends with the Mulliken charge.
CARTESIAN COORDINATES (ANGSTROEM)
H (-3.08860, 0.75514, -0.53716)  0.31
H (-2.60147, -0.43497, 0.68995)  0.26
N (2.26228, 1.02194, 0.31312)  -0.68
H (2.74274, 0.18942, 0.64042)  0.23
H (-2.05701, 1.24933, 0.81514)  0.28
N (0.16604, -0.03387, 0.24553)  -0.09
N (-1.08727, 0.21087, -0.68261)  -0.42
H (1.96180, 1.55938, 1.12032)  0.26
C (1.02280, 0.69826, -0.62170)  -0.30
H (0.66816, -1.93711, -0.60807)  0.35
C (0.46634, -1.45100, 0.35864)  -0.95
C (-2.27148, 0.44125, 0.11581)  -0.78
H (1.44653, 0.13379, -1.46067)  0.37
H (-1.22209, -0.56394, -1.33397)  0.24
H (-0.38729, -1.94736, 0.82079)  0.27
H (1.34065, -1.57519, 0.99581)  0.33
H (0.63787, 1.68404, -0.87137)  0.33

## Properties
- lowest unoccupied orbital energy (eV) = 1.027
- structure (SMILES) = CNN(C)CN
- energy relative to the best compared isomer or geometry (same formula, charge and spin) (kcal/mol) = 62.23
- 2S+1 = 1
- Kohn-Sham gap (eV) = 9.881


DFT (ωB97M-V with the def2-TZVPD basis set) results for C42H31BrCoN4O4Si as an isolated structure at a distorted geometry.

Each line ends with the Mulliken charge.
CARTESIAN COORDINATES (ANGSTROEM)
H (-1.19606, -5.30185, -4.07099)  0.34
C (-5.49827, 0.42456, 2.45703)  -0.46
H (-2.05129, -0.16022, 4.78228)  0.32
C (-4.44824, 0.28548, 3.34410)  -0.63
C (-2.77474, -4.29937, -2.93542)  -0.49
O (1.27267, -1.33355, 0.75382)  -0.66
C (-0.40544, 3.93386, 4.24722)  -0.44
C (5.69577, 0.48155, 1.66626)  -0.69
C (-2.06344, 0.25157, 3.76559)  -1.45
H (0.59746, -3.99107, -3.06890)  0.23
C (4.32615, 0.75984, 1.36866)  0.49
C (4.36457, -3.41495, -2.54764)  -0.69
N (-0.98923, 1.04165, 3.52511)  0.09
H (2.61603, -4.23875, -1.56276)  0.33
H (-4.12360, -3.12308, -1.73902)  0.41
H (-4.51193, 0.54178, 4.41469)  0.35
H (-2.28548, -1.79269, -0.78030)  -0.24
H (-0.38201, 4.84640, 4.81625)  0.35
H (3.31648, -2.58036, 1.63919)  0.28
H (0.97831, -3.47620, -0.12430)  -0.72
C (-0.10469, 1.45040, 4.48657)  -0.61
N (1.51406, 0.91386, 0.91604)  -0.33
O (3.88046, 1.93724, 1.18228)  -0.96
H (5.62671, -2.78860, 2.46260)  0.32
C (-1.80933, 5.22086, 2.70801)  -0.96
H (4.61336, -0.06185, -3.26234)  0.47
Br (-2.45016, 1.14662, -6.49151)  -0.25
C (2.08190, -0.24184, 0.99091)  0.48
C (2.98389, -0.96484, -2.29512)  0.00
C (-2.23771, 5.41462, 1.43405)  -0.85
H (0.25435, 0.64093, 5.14993)  0.35
N (-1.21986, 2.16125, -0.14560)  0.72
C (-3.08373, -3.31314, -2.00913)  -0.68
C (6.16226, -0.76602, 2.05571)  -0.51
N (-0.84119, 1.63551, 2.21322)  0.81
C (0.22833, 2.76469, 4.77301)  -0.72
Co (-0.36957, 0.67802, 0.67650)  -1.22
C (-0.41248, -3.85512, -2.69171)  -0.55
C (3.98255, -1.69883, 1.67779)  -0.21
H (7.16127, -0.91761, 2.35365)  0.42
C (-3.14351, 0.02616, 2.87857)  1.01
C (-1.12613, 3.98348, 3.04778)  0.45
H (6.31328, 1.34297, 1.67824)  0.43
H (-0.00607, -0.43387, -5.74007)  0.38
H (-2.63943, 6.36771, 1.11691)  0.33
H (2.46827, -0.03901, -2.18312)  0.44
C (-1.50408, 2.20660, -1.45084)  0.13
C (-1.20240, 1.28974, -2.48452)  -0.05
H (2.21727, 1.67678, 1.11399)  0.47
C (-1.11599, 2.94482, 2.05276)  0.35
H (5.88959, -2.17119, -3.55997)  0.31
C (-4.07191, -0.25234, 0.62533)  -0.57
C (-2.14532, 4.40962, 0.43980)  -1.07
C (-0.45269, 0.04063, -4.85272)  -1.03
C (0.05726, -0.38556, -3.62056)  0.01
C (-0.70920, -2.91235, -1.72114)  0.39
H (4.96306, -4.36741, -2.60715)  0.31
C (4.91581, -2.19808, -3.05448)  -0.50
O (0.00620, -0.37796, -1.20414)  0.68
C (-1.45394, -4.56621, -3.30344)  -0.62
H (0.89200, 2.91603, 5.61499)  0.34
C (3.46692, -0.41843, 1.35648)  0.38
H (-6.48147, 0.72847, 2.85644)  0.30
H (0.82705, -1.17289, -3.65512)  0.18
H (-2.68905, 2.28526, -3.71122)  0.52
O (-1.75475, -0.67364, 1.05860)  -0.76
C (-1.89257, 1.56841, -3.72261)  -1.10
C (-5.27527, 0.24784, 1.09843)  -0.87
C (-0.34117, 0.17665, -2.42121)  0.86
H (-2.01431, 3.08651, -1.79987)  0.11
C (5.28370, -1.81891, 2.09214)  -0.59
C (-2.04686, -2.58130, -1.42286)  0.40
C (4.21833, -0.98131, -2.90672)  -0.98
C (-2.94069, -0.30855, 1.48808)  0.92
H (-3.96434, -0.49719, -0.41391)  0.42
C (-1.51754, 0.92875, -4.89387)  -0.22
H (-3.54499, -4.93801, -3.38983)  0.29
H (-1.99091, 5.96690, 3.45187)  0.39
C (-1.52955, 3.21399, 0.72100)  0.69
H (-6.06662, 0.45394, 0.38452)  0.35
Si (0.80103, -2.07125, -0.75661)  1.92
C (2.39954, -2.11445, -1.82154)  0.24
C (3.08556, -3.33906, -1.97922)  -0.43
H (-2.58223, 4.54696, -0.53487)  0.36

## Properties
- lowest unoccupied orbital energy (spin up / spin down) (eV) = 3.704 / 3.703
- total charge = -2
- energy relative to the best compared isomer or geometry (same formula, charge and spin) (kcal/mol) = 16.91
- 2S+1 = 4
- Kohn-Sham gap (spin up / spin down) (eV) = 4.034 / 5.662


DFT (ωB97M-V with the def2-TZVPD basis set) results for a 2-piece molecular cluster, C7H15NO3 overall at a distorted geometry.

Each line ends with the Mulliken charge.
CARTESIAN COORDINATES (ANGSTROEM)
H (-1.75631, 0.96104, 1.80871)  0.45
H (2.37972, -1.75883, -1.65688)  0.32
C (1.35151, -0.89400, -0.06078)  0.70
H (1.80528, -2.98188, -0.43566)  0.34
H (0.10894, -0.65119, -1.71365)  0.36
H (-0.18333, 0.15739, 2.00891)  0.33
H (-0.56168, -1.81329, -0.47339)  0.49
C (-0.06486, -0.84881, -0.61789)  -1.25
C (-2.14521, 0.43724, -0.86401)  -0.56
H (-1.85357, 0.52022, -1.91739)  0.37
C (-1.12271, 0.15735, 1.43103)  -1.54
H (-0.29754, 1.29115, -0.19058)  0.32
C (-3.03126, 1.60362, -0.46295)  -1.31
H (-2.48300, 2.54800, -0.49377)  0.32
C (2.22786, -1.97646, -0.58229)  -1.51
H (-3.86646, 1.65526, -1.17119)  0.40
N (3.99275, 1.08162, 0.84297)  0.49
H (3.22882, -1.88748, -0.10376)  0.33
H (-3.44842, 1.48461, 0.53858)  0.32
C (-0.85461, 0.35740, -0.04949)  0.65
O (2.86446, 0.89103, 1.29446)  -0.16
O (1.80157, 0.31767, -0.58533)  -0.42
O (4.90510, 1.57882, 1.59310)  -0.35
H (-2.68814, -0.51315, -0.76212)  0.30
H (1.33573, -0.92330, 1.02041)  0.32
H (-1.64463, -0.79402, 1.60296)  0.28

## Properties
- lowest unoccupied orbital energy (spin up / spin down) (eV) = -3.065 / -1.010
- energy relative to the best compared isomer or geometry (same formula, charge and spin) (kcal/mol) = 151.50
- 2S+1 = 1
- Kohn-Sham gap (spin up / spin down) (eV) = 7.458 / 8.978


DFT (ωB97M-V with the def2-TZVPD basis set) results for an isolated ion of composition C16H19ClN6O6P3S and charge +1 at a distorted geometry.

Each line ends with the Mulliken charge.
CARTESIAN COORDINATES (ANGSTROEM)
O (-0.90001, -2.65743, -2.85188)  -0.54
N (-2.83323, -3.72812, 0.16441)  -0.48
Cl (-2.23062, 0.15921, 4.65367)  -0.22
P (0.21930, -1.61954, -2.22459)  -0.07
O (2.52255, 2.49338, -0.78997)  -0.49
O (-2.68765, -1.50900, -0.91664)  -0.39
C (-0.89807, 0.44735, -3.57746)  0.01
N (-0.16229, 1.21633, -4.28495)  -0.77
O (-1.57324, 2.17816, 2.34040)  -0.45
C (-2.75642, -2.80721, -0.53393)  0.63
N (0.61464, 0.38591, -0.15969)  0.53
C (-2.40339, 0.38579, 0.70361)  -0.52
C (3.59064, -0.95644, 1.93360)  -0.77
H (0.55129, 0.23440, 4.66835)  0.33
H (3.26024, -0.60673, -1.36917)  0.32
N (3.00254, 0.18563, -1.95524)  -0.62
C (2.97486, -2.25977, 2.08959)  -0.52
C (1.69114, -2.65119, 1.59614)  -0.63
C (-1.17303, 0.70464, -2.03662)  -0.72
P (1.70344, 1.18194, -1.48045)  0.51
C (-0.22246, 2.78326, 0.33869)  -2.07
C (-1.69746, -0.79962, -0.13398)  -2.36
H (1.32119, -3.67917, 1.80579)  0.50
H (0.76685, 1.56724, 1.69901)  0.89
H (0.23208, 1.96484, -3.70528)  0.26
C (-0.44696, -0.31131, -0.99781)  1.93
C (0.08491, 1.35180, 0.83043)  0.08
O (0.60637, 0.14148, 3.69587)  -0.45
C (-1.26473, 0.92932, 1.61325)  0.91
N (-3.89762, 2.95930, 1.97820)  -0.48
C (2.74155, -0.05528, 1.14910)  -0.64
P (-0.89184, -0.28113, 3.08195)  0.39
C (1.46684, -0.57276, 0.65520)  0.07
C (-2.83289, 2.58417, 2.23239)  0.54
O (1.52671, -2.52770, -1.79043)  -0.51
H (2.76052, -0.17862, -2.88620)  0.37
H (-2.86962, 1.11524, 0.00687)  0.78
H (3.55249, -3.00844, 2.67950)  0.42
H (-2.29404, 0.63787, -1.96121)  0.38
H (3.15415, 2.79009, -1.47351)  0.36
H (4.57295, -0.66867, 2.34585)  0.48
S (-3.73680, -0.52416, 1.64288)  -0.12
H (3.11852, 0.97350, 1.00672)  0.45
N (0.96757, -1.77479, 0.88231)  0.08
H (-0.45415, 4.79060, -0.73468)  0.43
H (-0.95945, 1.77890, -1.89776)  0.45
H (-1.44248, -1.53610, 0.66322)  1.20
H (2.06916, -2.71126, -2.57906)  0.43
H (-1.75216, -2.26234, -3.09922)  0.40
C (-0.47885, 3.79716, -0.26952)  0.11
H (-4.81236, 0.30700, 1.42253)  0.24
H (-1.40072, -0.35775, -4.17029)  0.34

## Properties
- lowest unoccupied orbital energy (eV) = -3.370
- structure (SMILES) = [H]/N=C\C[C@]1(P(O)O)[C@H](OC#N)[C@@H](S)[C@@](OC#N)(P(O)Cl)[C@H](C#C)[N@+]1(c1ccccn1)P(N)O
- total charge = +1
- 2S+1 = 1
- Kohn-Sham gap (eV) = 7.710


DFT (ωB97M-V with the def2-TZVPD basis set) results for C12H20Cl2GaN2 as an isolated structure at a distorted geometry.

Each line ends with the Mulliken charge.
CARTESIAN COORDINATES (ANGSTROEM)
Cl (-1.31930, -1.40341, 1.74612)  -0.56
H (-2.10272, 1.08672, 2.14473)  0.26
H (1.32514, -1.12513, 0.27551)  0.28
C (0.96233, 1.69865, 2.05923)  0.46
C (-2.21955, -0.94234, -1.11925)  -1.61
N (-1.17521, 1.51015, 2.27823)  0.07
H (-1.54784, 2.45794, 5.29187)  0.29
C (0.55620, 2.43513, 3.18772)  -0.99
C (2.32611, 1.58046, 1.51719)  -1.26
H (2.60713, -2.07913, -1.11147)  0.33
H (-0.77536, -2.53162, -1.21933)  0.39
C (0.40160, -2.10730, -3.69662)  -0.85
Ga (-0.79902, 0.03610, -0.06029)  0.42
H (-0.71995, -0.35566, -3.28514)  0.33
H (0.43677, -1.91688, -4.77327)  0.37
H (1.81213, -0.54046, -3.07471)  0.31
H (2.38005, 0.99783, 0.59314)  0.27
H (-2.72907, -0.27523, -1.82688)  0.38
H (3.01839, 1.11467, 2.23233)  0.29
N (-0.13657, 1.12089, 1.52851)  0.42
C (1.68895, -1.62458, -3.02570)  -0.56
H (-2.95689, -1.59753, -0.59657)  0.23
C (-0.76769, -1.41732, -3.07166)  -0.72
Cl (-0.72502, 1.98776, -0.99960)  -0.48
H (-1.89677, 3.85952, 4.24061)  0.27
C (-1.83474, 2.75650, 4.26700)  -1.21
C (-0.83035, 2.27412, 3.29634)  0.61
H (-2.84313, 2.34674, 4.05647)  0.29
C (0.75053, -1.21629, -0.72589)  -0.11
H (1.18646, 3.01361, 3.83482)  0.43
H (1.27870, -3.19859, -1.55976)  0.28
H (2.75159, 2.56841, 1.29588)  0.31
H (0.28202, -3.18301, -3.53643)  0.37
C (-0.83515, -1.48667, -1.51970)  0.25
H (2.57726, -2.03637, -3.51231)  0.36
C (1.57636, -2.07529, -1.56431)  -1.18
H (-1.70340, -1.73240, -3.56681)  0.26

## Properties
- lowest unoccupied orbital energy (eV) = 2.793
- total charge = -1
- energy relative to the best compared isomer or geometry (same formula, charge and spin) (kcal/mol) = 85.76
- 2S+1 = 1
- Kohn-Sham gap (eV) = 5.015


DFT (ωB97M-V with the def2-TZVPD basis set) results for C15H12N13ReS as an isolated structure.

Each line ends with the Mulliken charge.
CARTESIAN COORDINATES (ANGSTROEM)
C (-1.95589, 1.87925, 0.30289)  -0.08
C (-2.31565, -2.01845, -0.26942)  0.58
C (3.66434, -2.29369, 0.19829)  0.67
Re (0.60210, -1.53563, -0.51262)  1.05
C (0.89105, 2.62322, -0.50548)  -0.14
S (-1.17604, -2.43057, -1.57045)  -0.40
N (0.49709, -5.26770, 1.21931)  -0.50
N (2.69709, -1.54943, -0.33311)  -0.51
H (4.12813, -3.99734, 1.23089)  0.24
H (-4.75169, 4.36910, 1.20390)  0.41
H (-4.05348, -2.54765, 0.62487)  0.24
H (-3.71299, 4.44217, -1.03612)  0.41
H (-4.00522, 2.69960, 2.86337)  0.40
H (2.66376, 3.89600, -0.71974)  0.46
C (0.41900, 1.36988, -0.55790)  0.55
C (-0.87305, 0.94873, -0.03870)  0.53
H (2.58923, 0.29035, -2.56062)  0.17
H (-3.49727, -3.65001, -0.59269)  0.23
C (-3.38142, 3.71566, -0.30712)  -0.78
N (-2.11883, -0.96315, 0.46649)  -1.20
N (3.36286, -0.48879, -0.80431)  0.64
N (-0.94406, -0.33942, 0.06769)  0.11
N (-3.39477, -2.78076, -0.10039)  -0.34
N (1.18314, 0.27442, -1.00500)  -0.11
H (-2.23574, 1.08350, 2.28105)  0.45
C (2.10332, -3.95774, 0.87545)  0.46
N (4.62906, -0.58293, -0.61125)  -0.60
N (0.99753, -3.36239, 0.35756)  0.34
H (4.12398, 2.05944, -1.46406)  0.40
H (0.24947, 3.41263, -0.14172)  0.54
N (-0.01053, -4.28666, 0.61508)  -0.30
C (-2.36928, 2.82596, -0.63144)  -0.17
C (2.53690, 0.53481, -1.49391)  0.59
C (-3.54785, 2.73070, 1.88405)  -0.75
C (-2.55067, 1.82733, 1.56252)  -0.14
H (-1.91664, 2.85705, -1.61453)  0.53
C (3.07359, 1.91070, -1.25319)  -0.85
N (4.86399, -1.70936, 0.02510)  -0.55
N (3.38311, -3.43572, 0.84328)  -0.05
C (-3.96578, 3.67082, 0.94991)  -0.38
C (2.27781, 2.89495, -0.84720)  -0.70
N (1.84034, -5.11889, 1.39932)  -0.45

## Properties
- lowest unoccupied orbital energy (spin up / spin down) (eV) = -5.342 / -5.027
- total charge = +1
- energy relative to the best compared isomer or geometry (same formula, charge and spin) (kcal/mol) = 25.95
- 2S+1 = 2
- Kohn-Sham gap (spin up / spin down) (eV) = 6.476 / 6.622